A 8-piece molecular cluster, H16O8 overall in a non-equilibrium geometry. Source: the Open Molecules 2025 dataset; level of theory: wB97M-V/def2-TZVPD.

Properties
Molecular weight, g/mol: 144.12
Calculated total energy, Eh: -611.47266
Energy above the lowest of the compared OMol25 structures with the same formula, charge and spin, kcal per mole: 69.0
Total charge: 0
Spin multiplicity: 1
Structure (SMILES): O.O.O.O.O.O.O.O
E_LUMO, eV: -1.1

Last column: Mulliken charge in e.
Positions of all 24 atoms, in Å:
O1 -21.084 21.735 -2.914  -0.571
H1 -21.796 21.147 -3.182  0.257
H2 -20.294 21.304 -3.143  0.254
O2 -18.807 26.326 -6.263  -0.653
H3 -18.114 25.770 -5.853  0.282
H4 -19.569 25.702 -6.403  0.348
O3 -22.462 22.875 -5.739  -0.634
H5 -21.982 22.080 -5.860  0.305
H6 -23.075 22.709 -5.043  0.283
O4 -20.122 24.115 -3.898  -0.745
H7 -20.725 23.418 -3.640  0.380
H8 -20.131 24.037 -4.847  0.399
O5 -18.810 26.142 -2.708  -0.593
H9 -19.423 26.208 -1.948  0.333
H10 -19.415 25.550 -3.193  0.328
O6 -21.336 22.338 -0.183  -0.614
H11 -20.782 21.593 -0.064  0.272
H12 -21.536 22.333 -1.082  0.360
O7 -20.136 23.990 -6.592  -0.735
H13 -21.088 23.784 -6.536  0.401
H14 -19.708 23.132 -6.491  0.269
O8 -17.924 22.765 -2.545  -0.586
H15 -17.950 21.845 -2.747  0.302
H16 -18.758 23.062 -2.989  0.358

---

A 9-piece molecular cluster, H16O8 overall in a non-equilibrium geometry. Source: the Open Molecules 2025 dataset; level of theory: wB97M-V/def2-TZVPD.

Properties
Molecular weight, g/mol: 144.12
Calculated total energy, Eh: -611.13906
Energy above the lowest of the compared OMol25 structures with the same formula, charge and spin, kcal per mole: 278.3
Total charge: 0
Spin multiplicity: 1
E_LUMO, eV: -7.1

Last column: Mulliken charge in e.
Positions of all 24 atoms, in Å:
O1 -1.735 0.033 0.797  -0.637
H1 -2.501 0.510 1.162  0.242
H2 -2.702 -1.787 -1.260  0.313
O2 2.443 0.822 -0.711  -0.611
H3 3.250 1.361 -0.783  0.250
H4 1.198 1.382 0.010  0.450
O3 -2.058 2.619 -0.700  -0.591
H5 0.167 0.912 -2.339  0.051
H6 -1.317 2.105 -0.335  0.393
O4 -0.288 -0.045 3.143  -0.611
H7 -0.762 0.022 2.299  0.410
H8 0.182 -0.891 3.114  0.354
O5 0.324 1.703 0.390  -0.539
H9 -1.791 3.506 -0.417  0.333
H10 -0.024 0.882 0.747  0.264
O6 -1.803 -1.444 -1.184  -0.556
H11 -1.805 -0.860 -0.364  0.396
H12 0.451 0.239 -2.398  -0.060
O7 0.449 -2.567 0.787  -0.616
H13 -0.411 -2.186 0.554  0.317
H14 0.970 -2.314 -0.004  0.426
O8 2.263 -1.537 -0.952  -0.676
H15 3.046 -1.982 -0.606  0.299
H16 2.454 -0.482 -0.949  0.401

---

A 8-piece molecular cluster, H16O8 overall in a non-equilibrium geometry. Source: the Open Molecules 2025 dataset; level of theory: wB97M-V/def2-TZVPD.

Properties
Molecular weight, g/mol: 144.12
Calculated total energy, Eh: -611.11085
Energy above the lowest of the compared OMol25 structures with the same formula, charge and spin, kcal per mole: 19.2
Total charge: +1
Spin multiplicity: 2
E_LUMO (spin up / spin down), eV: -3.4 / -10.9

Last column: Mulliken charge in e.
Positions of all 24 atoms, in Å:
O1 2.295 -2.034 1.057  -0.692
H1 3.130 -1.740 0.692  0.312
H2 2.229 -2.952 0.795  0.330
O2 -1.011 1.954 -1.988  -0.636
H3 -0.707 2.861 -1.960  0.319
H4 -0.304 1.477 -2.424  0.406
O3 -2.271 -0.750 -1.004  -0.623
H5 -2.666 0.114 -0.882  0.288
H6 -2.076 -0.794 -1.940  0.295
O4 0.264 -0.074 0.812  -0.686
H7 1.033 -0.633 0.920  0.340
H8 0.127 -0.034 -0.134  0.337
O5 1.793 -2.654 3.740  -0.604
H9 1.010 -2.302 3.316  0.287
H10 2.454 -2.668 3.049  0.354
O6 0.912 0.495 -3.288  -0.710
H11 0.648 0.426 -4.205  0.350
H12 0.799 -0.388 -2.938  0.328
O7 0.145 2.700 0.934  -0.163
H13 -0.352 2.468 0.150  0.403
H14 0.482 1.865 1.260  0.457
O8 -2.827 1.174 1.153  -0.447
H15 -2.633 1.129 2.090  0.384
H16 -2.473 0.360 0.796  0.371

---

H16O8Xe as an isolated structure. Source: the Open Molecules 2025 dataset; level of theory: wB97M-V/def2-TZVPD.

Properties
Molecular weight, g/mol: 275.41
Calculated total energy, Eh: -940.85131
Energy above the lowest of the compared OMol25 structures with the same formula, charge and spin, kcal per mole: 17.0
Total charge: 0
Spin multiplicity: 1
E_LUMO, eV: 0.2

Last column: Mulliken charge in e.
Positions of all 25 atoms, in Å:
Xe1 -13.780 14.385 16.938  0.045
O1 -15.265 11.012 17.668  -0.646
H1 -16.161 10.784 17.916  0.323
H2 -14.798 11.090 18.500  0.290
O2 -16.264 13.747 19.498  -0.566
H3 -16.122 13.318 20.342  0.305
H4 -15.464 13.572 19.002  0.210
O3 -16.041 17.387 14.992  -0.622
H5 -15.967 17.787 15.858  0.302
H6 -15.891 16.454 15.145  0.326
O4 -14.161 17.564 19.419  -0.605
H7 -13.427 18.147 19.611  0.313
H8 -14.491 17.864 18.572  0.297
O5 -16.731 14.576 14.850  -0.623
H9 -16.295 13.740 14.685  0.322
H10 -17.309 14.698 14.097  0.289
O6 -11.079 14.964 19.749  -0.601
H11 -10.942 15.616 19.062  0.297
H12 -11.925 15.194 20.133  0.304
O7 -11.043 11.863 18.702  -0.609
H13 -10.934 11.188 18.033  0.310
H14 -10.753 12.671 18.277  0.293
O8 -15.462 11.352 14.731  -0.608
H15 -15.468 11.078 15.648  0.344
H16 -16.063 10.746 14.296  0.309

---

H16O8Xe as an isolated structure. Source: the Open Molecules 2025 dataset; level of theory: wB97M-V/def2-TZVPD.

Properties
Molecular weight, g/mol: 275.41
Calculated total energy, Eh: -940.85408
Energy above the lowest of the compared OMol25 structures with the same formula, charge and spin, kcal per mole: 15.3
Total charge: 0
Spin multiplicity: 1
E_LUMO, eV: 0.0

Last column: Mulliken charge in e.
Positions of all 25 atoms, in Å:
Xe1 -0.745 0.082 -0.063  0.016
O1 -4.075 -1.625 -1.194  -0.619
H1 -3.773 -1.727 -0.291  0.302
H2 -4.297 -0.697 -1.270  0.305
O2 1.743 -0.372 -3.183  -0.664
H3 2.213 -0.046 -2.416  0.348
H4 2.421 -0.777 -3.725  0.300
O3 1.599 -3.209 -1.870  -0.641
H5 1.523 -2.330 -2.241  0.359
H6 2.322 -3.612 -2.350  0.295
O4 -2.926 3.381 -0.933  -0.613
H7 -1.971 3.383 -0.864  0.307
H8 -3.164 4.307 -0.987  0.305
O5 3.135 0.790 -0.502  -0.623
H9 2.810 0.532 0.360  0.383
H10 4.085 0.838 -0.396  0.282
O6 -4.021 -1.006 1.848  -0.602
H11 -3.605 -1.646 2.426  0.306
H12 -3.920 -0.170 2.303  0.300
O7 1.150 2.467 3.018  -0.616
H13 0.878 2.145 3.878  0.309
H14 1.104 1.699 2.449  0.290
O8 2.571 -0.435 1.882  -0.628
H15 2.636 -1.239 1.366  0.313
H16 2.307 -0.731 2.754  0.286

---

H16O8Xe as an isolated structure in a non-equilibrium geometry. Source: the Open Molecules 2025 dataset; level of theory: wB97M-V/def2-TZVPD.

Properties
Molecular weight, g/mol: 275.41
Calculated total energy, Eh: -940.87105
Energy above the lowest of the compared OMol25 structures with the same formula, charge and spin, kcal per mole: 4.6
Total charge: 0
Spin multiplicity: 1
E_LUMO, eV: -0.2

Last column: Mulliken charge in e.
Positions of all 25 atoms, in Å:
Xe1 0.944 -0.831 0.647  0.025
O1 2.600 0.393 -2.949  -0.693
H1 3.020 -0.253 -2.382  0.309
H2 1.684 0.118 -2.990  0.388
O2 1.006 2.521 3.149  -0.617
H3 0.505 2.354 2.351  0.331
H4 0.631 1.924 3.797  0.313
O3 0.205 2.574 0.394  -0.658
H5 1.040 2.332 -0.007  0.368
H6 0.176 3.529 0.329  0.291
O4 -1.456 -2.948 2.209  -0.663
H7 -1.599 -2.205 1.623  0.252
H8 -1.425 -2.561 3.084  0.319
O5 2.716 2.236 -0.658  -0.639
H9 3.619 2.192 -0.344  0.274
H10 2.750 1.859 -1.537  0.373
O6 -2.700 -0.870 0.742  -0.568
H11 -3.116 -1.095 -0.090  0.291
H12 -2.744 0.086 0.782  0.301
O7 -2.501 -3.824 -0.274  -0.638
H13 -2.320 -3.728 0.661  0.425
H14 -1.917 -3.194 -0.697  0.254
O8 0.000 -0.093 -2.655  -0.627
H15 -0.342 -0.980 -2.543  0.297
H16 -0.777 0.466 -2.641  0.292

---

H17O9Y as an isolated structure in a non-equilibrium geometry. Source: the Open Molecules 2025 dataset; level of theory: wB97M-V/def2-TZVPD.

Properties
Molecular weight, g/mol: 250.03
Calculated total energy, Eh: -724.69667
Energy above the lowest of the compared OMol25 structures with the same formula, charge and spin, kcal per mole: 404.2
Total charge: +2
Spin multiplicity: 1
E_LUMO, eV: -12.3

Last column: Mulliken charge in e.
Positions of all 27 atoms, in Å:
Y1 -2.316 -0.538 -3.088  2.048
O1 -0.008 -0.012 0.073  -0.461
H1 0.273 -0.514 0.863  0.335
O2 -2.207 1.488 3.345  -0.601
H2 -2.272 0.560 3.570  0.316
H3 -1.927 1.494 2.429  0.291
O3 4.106 1.078 0.754  -0.609
H4 4.375 1.926 0.401  0.331
H5 3.170 1.024 0.562  0.277
O4 1.278 4.816 3.646  -0.637
H6 1.891 4.973 4.364  0.332
H7 1.026 3.898 3.742  0.305
O5 1.179 -3.224 -3.476  -0.650
H8 1.733 -3.613 -2.800  0.333
H9 1.104 -3.905 -4.145  0.337
O6 -3.012 3.895 -1.282  -0.670
H10 -3.668 4.120 -0.623  0.341
H11 -2.693 4.739 -1.601  0.336
O7 0.615 -5.068 2.703  -0.647
H12 0.782 -5.856 3.219  0.333
H13 1.117 -4.382 3.143  0.320
O8 -2.245 -4.317 -0.714  -0.656
H14 -1.862 -4.413 0.158  0.333
H15 -2.207 -5.195 -1.091  0.334
O9 0.264 2.150 -4.619  -0.636
H16 1.024 2.334 -4.067  0.337
H17 0.481 2.540 -5.465  0.327

---

H18HeO9 as an isolated structure. Source: the Open Molecules 2025 dataset; level of theory: wB97M-V/def2-TZVPD.

Properties
Molecular weight, g/mol: 166.14
Calculated total energy, Eh: -690.83909
Energy above the lowest of the compared OMol25 structures with the same formula, charge and spin, kcal per mole: 16.2
Total charge: 0
Spin multiplicity: 1
E_LUMO, eV: 0.2

Last column: Mulliken charge in e.
Positions of all 28 atoms, in Å:
He1 5.195 -4.713 15.964  0.021
O1 4.771 -0.780 15.053  -0.631
H1 4.337 -0.238 14.394  0.309
H2 4.831 -1.646 14.650  0.321
O2 6.589 -6.544 18.425  -0.634
H3 6.893 -7.440 18.573  0.314
H4 5.636 -6.619 18.375  0.327
O3 7.021 -3.398 15.016  -0.590
H5 7.063 -2.597 14.493  0.275
H6 7.024 -3.093 15.923  0.360
O4 3.878 -6.435 19.190  -0.694
H7 3.597 -7.154 18.624  0.342
H8 3.393 -5.674 18.871  0.333
O5 7.203 -2.484 17.863  -0.623
H9 7.415 -1.600 18.162  0.296
H10 6.919 -2.944 18.653  0.291
O6 3.259 -7.931 14.862  -0.621
H11 3.842 -7.756 15.600  0.284
H12 3.844 -8.196 14.152  0.331
O7 7.807 -7.642 15.547  -0.634
H13 7.557 -7.089 16.287  0.337
H14 7.879 -7.036 14.809  0.307
O8 3.309 -3.807 12.894  -0.671
H15 2.705 -4.492 13.179  0.332
H16 3.053 -3.622 11.990  0.323
O9 5.691 -5.801 13.293  -0.610
H17 6.128 -5.425 14.056  0.258
H18 5.042 -5.145 13.040  0.349

---

A 10-piece molecular cluster, H18NO12 overall in a non-equilibrium geometry. Source: the Open Molecules 2025 dataset; level of theory: wB97M-V/def2-TZVPD.

Properties
Molecular weight, g/mol: 224.14
Calculated total energy, Eh: -968.33347
Energy above the lowest of the compared OMol25 structures with the same formula, charge and spin, kcal per mole: 86.5
Total charge: -1
Spin multiplicity: 1
E_LUMO, eV: 2.9

Last column: Mulliken charge in e.
Positions of all 31 atoms, in Å:
N1 0.217 -0.079 -0.285  1.065
O1 1.394 -0.309 0.205  -0.920
O2 -0.353 -0.904 -0.953  -0.816
O3 -0.375 0.978 0.124  -0.479
O4 -0.445 3.610 0.979  -0.680
H1 0.267 4.032 0.423  0.302
H2 -0.632 2.693 0.471  0.471
O5 0.166 2.399 -3.020  -0.654
H3 0.393 1.813 -3.590  0.272
H4 -0.512 2.084 -2.477  0.343
O6 -1.274 -2.225 1.314  -0.610
H5 -2.263 -2.392 1.111  0.317
H6 -0.969 -1.737 0.570  0.293
O7 -2.180 0.685 2.889  -0.635
H7 -1.435 1.232 2.539  0.297
H8 -1.794 0.009 3.515  0.318
O8 1.687 -0.100 2.852  -0.686
H9 1.467 0.985 2.795  0.342
H10 1.619 -0.194 1.962  0.347
O9 -2.140 0.761 -2.288  -0.596
H11 -2.469 0.323 -3.091  0.286
H12 -1.662 0.217 -1.835  0.381
O10 2.203 -2.792 1.127  -0.624
H13 1.628 -3.010 1.861  0.319
H14 1.954 -2.144 0.597  0.306
O11 -0.521 -3.973 -1.415  -0.659
H15 -0.423 -3.046 -1.195  0.375
H16 0.304 -4.417 -1.387  0.288
O12 2.365 1.962 -1.309  -0.650
H17 1.517 2.264 -1.705  0.337
H18 2.251 1.274 -0.774  0.351

---

H18NeO9 as an isolated structure in a non-equilibrium geometry. Source: the Open Molecules 2025 dataset; level of theory: wB97M-V/def2-TZVPD.

Properties
Molecular weight, g/mol: 182.32
Calculated total energy, Eh: -816.90516
Energy above the lowest of the compared OMol25 structures with the same formula, charge and spin, kcal per mole: 3.9
Total charge: 0
Spin multiplicity: 1
E_LUMO, eV: 0.0

Last column: Mulliken charge in e.
Positions of all 28 atoms, in Å:
Ne1 24.045 -4.404 13.585  0.014
O1 26.136 -5.320 10.220  -0.681
H1 25.479 -4.640 10.066  0.407
H2 25.760 -5.862 10.915  0.360
O2 21.235 -4.004 10.746  -0.692
H3 21.666 -4.838 10.931  0.405
H4 21.111 -3.601 11.605  0.313
O3 26.238 -2.773 15.479  -0.637
H5 26.608 -2.708 14.599  0.342
H6 25.954 -1.882 15.687  0.303
O4 22.247 -6.562 11.031  -0.696
H7 21.666 -7.149 11.516  0.307
H8 23.122 -6.763 11.362  0.358
O5 26.236 -6.981 14.724  -0.624
H9 26.605 -7.809 15.032  0.268
H10 26.462 -6.349 15.407  0.301
O6 27.070 -3.045 12.082  -0.638
H11 26.688 -3.836 11.702  0.336
H12 26.374 -2.390 12.024  0.284
O7 25.135 -7.125 12.329  -0.683
H13 25.395 -6.890 13.220  0.422
H14 25.203 -8.079 12.303  0.254
O8 24.024 -3.476 10.201  -0.629
H15 24.114 -2.613 10.606  0.249
H16 23.092 -3.680 10.277  0.363
O9 22.300 -1.991 14.918  -0.631
H17 22.775 -2.807 14.764  0.318
H18 21.566 -2.021 14.305  0.308